A structure of composition C39H40Cl2FGeN4O9S2V at a distorted geometry, computed with the ωB97M-V functional and the def2-TZVPD basis.

Geometry as ORCA input:
```
! RIJCOSX wB97M-V def2-TZVPD def2/J DEFGRID3
* xyz -1 2
V -0.510 1.040 0.085
O -2.704 5.955 2.683
C -3.728 5.122 2.598
O -4.826 5.424 2.995
C -3.476 3.784 1.982
C -4.432 2.793 1.842
Cl -6.046 2.737 2.363
N -3.870 1.735 1.221
N -2.574 1.971 0.975
C -2.327 3.192 1.408
C -0.913 3.657 1.282
O -0.560 4.770 1.628
O -0.113 2.752 0.828
C -4.489 0.496 0.842
C -3.947 -0.699 1.273
C -4.574 -1.889 0.933
C -5.720 -1.877 0.151
C -6.234 -0.669 -0.300
C -5.620 0.526 0.044
H -1.863 5.562 2.315
H -3.046 -0.685 1.850
H -4.154 -2.831 1.269
H -6.195 -2.807 -0.133
H -7.110 -0.653 -0.936
H -6.003 1.471 -0.318
O -4.063 -3.457 -2.608
C -3.232 -4.372 -2.141
O -3.446 -5.547 -2.309
C -2.009 -3.900 -1.417
C -1.037 -4.748 -0.924
Cl -1.005 -6.447 -0.993
N -0.089 -3.997 -0.296
N -0.406 -2.700 -0.361
C -1.539 -2.620 -1.012
C -2.139 -1.265 -1.176
O -3.191 -1.079 -1.711
O -1.392 -0.312 -0.695
C 1.136 -4.315 0.405
C 1.684 -3.311 1.198
C 2.864 -3.546 1.882
C 3.509 -4.770 1.781
C 2.961 -5.758 0.982
C 1.775 -5.543 0.290
H -3.765 -2.535 -2.395
H 1.206 -2.346 1.268
H 3.280 -2.750 2.487
H 4.435 -4.948 2.314
H 3.456 -6.716 0.880
H 1.389 -6.323 -0.340
F -2.009 2.694 6.577
C -1.479 2.085 5.490
C -1.900 0.816 5.162
C -1.351 0.203 4.041
C -0.409 0.837 3.228
C 0.128 0.234 1.969
C 0.029 2.100 3.649
C -0.507 2.736 4.760
H -2.632 0.314 5.783
H -1.635 -0.817 3.829
H -0.059 -0.844 1.918
H 1.206 0.390 1.936
H 0.790 2.610 3.073
H -0.180 3.725 5.057
C 5.292 -2.403 -2.532
C 3.906 -2.008 -2.039
C 3.265 -0.919 -2.889
C 1.884 -0.469 -2.408
Ge 1.828 0.557 -0.733
C 2.869 2.210 -0.973
C 4.375 2.073 -0.763
C 5.100 3.416 -0.769
C 6.608 3.283 -0.595
H 5.726 -3.206 -1.931
H 5.978 -1.551 -2.490
H 5.261 -2.745 -3.571
H 3.966 -1.674 -0.999
H 3.250 -2.887 -2.033
H 3.183 -1.289 -3.919
H 3.950 -0.063 -2.943
H 1.214 -1.333 -2.319
H 1.419 0.177 -3.152
H 2.636 -0.238 0.350
H 2.468 2.955 -0.280
H 2.643 2.584 -1.976
H 4.816 1.434 -1.539
H 4.578 1.561 0.186
H 4.686 4.045 0.026
H 4.877 3.935 -1.707
H 6.850 2.759 0.334
H 7.104 4.255 -0.566
H 7.049 2.709 -1.415
C -1.770 2.639 -5.610
O -1.333 2.928 -4.283
C -1.197 1.915 -3.398
S -1.558 0.358 -3.807
S -0.629 2.598 -1.909
H -1.749 3.596 -6.124
H -2.777 2.226 -5.602
H -1.108 1.921 -6.090
*
```

Values from the calculation:
* E_LUMO (alpha / beta): 1.507 / 1.906 eV
* expectation value of S²: 0.80
* total energy: -197121.384 eV
* gap between HOMO and LUMO (alpha / beta): 0.258 / 0.274 Ha
* energy above the lowest of the compared OMol25 structures with the same formula, charge and spin: 0.0 kcal/mol

Mulliken atomic charge list, values in e, 4 entries:
1 V -0.186
2 O -0.592
3 C 0.433
4 O -0.623